{
  "formula": "C29H43BBrClF12NO13S2",
  "method": "ωB97M-V/def2-TZVPD",
  "symbols": ["C", "C", "N", "C", "C", "B", "Cl", "Br", "S", "C", "C", "O", "O", "C", "C", "C", "O", "C", "O", "C", "S", "C", "C", "O", "H", "H", "H", "H", "H", "H", "H", "H", "H", "H", "H", "H", "H", "H", "H", "H", "H", "H", "H", "H", "H", "H", "H", "C", "C", "O", "C", "O", "C", "F", "F", "F", "H", "H", "H", "H", "H", "C", "C", "O", "C", "O", "C", "F", "F", "F", "H", "H", "H", "H", "H", "C", "C", "O", "C", "O", "C", "F", "F", "F", "H", "H", "H", "H", "H", "C", "C", "O", "C", "O", "C", "F", "F", "F", "H", "H", "H", "H", "H"],
  "xyz": [[-1.882, -3.991, -2.113], [-1.859, -3.821, -3.639], [-0.697, -4.474, -4.265], [-1.034, -5.792, -4.871], [-1.466, -6.868, -3.876], [-0.302, -7.789, -3.236], [-1.144, -9.246, -2.359], [0.790, -6.739, -1.850], [0.826, -8.578, -4.593], [2.332, -7.597, -4.613], [3.433, -8.012, -3.658], [3.400, -8.862, -2.832], [4.648, -7.379, -3.909], [4.713, -5.964, -4.045], [5.050, -5.358, -2.681], [3.842, -5.110, -1.787], [5.887, -4.175, -2.818], [5.473, -3.204, -3.635], [4.379, -3.136, -4.115], [6.571, -2.191, -3.869], [6.103, -0.525, -3.326], [-0.125, -3.686, -5.291], [1.356, -3.913, -5.504], [-0.738, -2.889, -5.955], [-2.231, -3.069, -1.642], [-2.563, -4.780, -1.795], [-0.884, -4.222, -1.744], [-2.794, -4.207, -4.067], [-1.832, -2.760, -3.879], [-1.819, -5.611, -5.622], [-0.152, -6.152, -5.413], [-2.125, -7.558, -4.416], [-2.074, -6.434, -3.078], [2.758, -7.697, -5.617], [2.092, -6.544, -4.475], [5.529, -5.754, -4.741], [3.799, -5.545, -4.456], [5.711, -6.079, -2.200], [2.941, -4.920, -2.373], [3.645, -5.982, -1.163], [4.011, -4.229, -1.166], [7.482, -2.500, -3.364], [6.758, -2.126, -4.940], [6.679, -0.551, -2.117], [1.509, -4.391, -6.476], [1.854, -2.945, -5.540], [1.791, -4.530, -4.722], [-5.882, 0.552, 1.436], [-6.562, 0.617, 0.088], [-5.604, 0.845, -0.970], [-4.971, -0.232, -1.414], [-5.106, -1.359, -1.042], [-4.014, 0.160, -2.566], [-3.340, 1.281, -2.282], [-4.727, 0.376, -3.682], [-3.144, -0.811, -2.796], [-5.302, 1.454, 1.619], [-6.629, 0.454, 2.223], [-5.212, -0.306, 1.488], [-7.245, 1.462, 0.027], [-7.120, -0.294, -0.127], [-3.247, 5.219, 5.420], [-3.524, 3.827, 5.937], [-4.932, 3.501, 5.824], [-5.332, 3.059, 4.644], [-4.667, 2.896, 3.664], [-6.841, 2.718, 4.716], [-7.524, 3.666, 5.366], [-7.004, 1.559, 5.371], [-7.363, 2.587, 3.500], [-3.866, 5.954, 5.935], [-2.200, 5.473, 5.586], [-3.451, 5.287, 4.352], [-3.313, 3.746, 7.000], [-2.943, 3.073, 5.408], [-4.864, 10.882, 8.675], [-5.483, 10.930, 7.297], [-4.463, 11.026, 6.273], [-3.903, 9.887, 5.903], [-4.139, 8.790, 6.317], [-2.876, 10.147, 4.775], [-2.117, 11.215, 5.038], [-3.523, 10.365, 3.622], [-2.083, 9.092, 4.621], [-4.223, 11.748, 8.836], [-5.650, 10.885, 9.430], [-4.267, 9.980, 8.803], [-6.088, 11.822, 7.160], [-6.099, 10.054, 7.100], [8.399, 2.053, 3.097], [7.209, 2.535, 2.299], [7.625, 3.086, 1.027], [7.831, 2.209, 0.057], [7.721, 1.020, 0.122], [8.207, 2.955, -1.245], [9.089, 3.934, -1.004], [7.107, 3.504, -1.776], [8.737, 2.121, -2.128], [9.120, 2.859, 3.232], [8.069, 1.711, 4.078], [8.895, 1.224, 2.594], [6.700, 3.357, 2.797], [6.492, 1.735, 2.121]],
  "forces_ev_per_angstrom": [[-0.111, 0.154, -0.027], [-0.191, -0.149, 0.165], [-0.498, 0.311, -0.246], [0.279, -0.016, 0.278], [0.151, -0.067, -0.004], [-0.356, -0.030, -0.018], [0.037, 0.102, -0.041], [-0.024, -0.002, 0.031], [0.097, -0.214, 0.133], [-0.066, -0.018, -0.190], [-0.054, 0.293, -0.167], [0.068, -0.248, -0.001], [0.015, 0.005, 0.281], [0.080, 0.017, -0.183], [-0.226, -0.176, 0.222], [-0.081, 0.230, -0.274], [0.257, -0.196, -0.225], [0.163, 0.061, 0.363], [-0.349, 0.002, -0.342], [0.119, 0.013, 0.186], [-0.068, 0.217, -0.054], [0.468, -0.586, 0.309], [-0.066, -0.182, -0.345], [-0.205, 0.619, -0.082], [0.020, -0.024, -0.002], [0.135, -0.084, 0.008], [-0.033, -0.028, 0.003], [0.049, 0.060, -0.070], [0.112, -0.067, -0.087], [-0.008, -0.037, 0.051], [-0.050, 0.035, -0.020], [0.024, 0.027, -0.001], [-0.020, -0.035, -0.061], [0.010, 0.094, 0.024], [0.029, -0.088, 0.086], [-0.012, -0.045, 0.004], [0.043, 0.000, 0.021], [0.142, 0.155, 0.004], [0.082, 0.013, 0.043], [0.003, 0.071, 0.009], [0.082, -0.144, 0.144], [0.018, 0.028, -0.088], [-0.045, -0.044, 0.026], [0.024, -0.115, 0.024], [0.028, 0.017, 0.036], [0.004, -0.029, 0.080], [-0.046, 0.107, 0.036], [0.202, -0.065, -0.097], [-0.220, -0.002, 0.153], [0.012, -0.055, -0.056], [0.012, 0.001, -0.006], [0.006, 0.072, -0.013], [-0.012, -0.029, 0.062], [-0.007, -0.023, -0.016], [0.026, 0.002, 0.020], [-0.043, 0.055, -0.024], [-0.058, 0.027, 0.037], [-0.021, -0.004, -0.012], [-0.042, -0.027, -0.005], [0.068, 0.043, -0.038], [0.079, -0.032, -0.043], [-0.156, 0.064, -0.065], [0.235, 0.019, 0.071], [-0.028, -0.058, -0.054], [0.061, 0.029, 0.076], [-0.130, 0.023, 0.023], [0.021, 0.028, 0.003], [-0.006, -0.041, -0.019], [-0.014, 0.032, -0.014], [0.051, 0.035, 0.023], [0.051, 0.012, 0.034], [0.006, -0.012, 0.009], [0.043, -0.035, -0.006], [-0.077, 0.008, 0.009], [-0.070, -0.007, -0.056], [0.116, -0.009, -0.037], [-0.170, 0.011, 0.112], [0.022, -0.053, -0.054], [0.017, 0.001, -0.023], [0.009, 0.037, 0.006], [-0.024, -0.021, 0.033], [-0.007, -0.028, -0.007], [0.024, 0.003, 0.028], [-0.025, 0.028, -0.008], [-0.034, 0.017, 0.014], [-0.007, 0.002, -0.003], [-0.034, -0.017, 0.000], [0.054, 0.023, -0.032], [0.059, -0.029, -0.026], [0.083, 0.016, -0.086], [-0.098, -0.046, 0.167], [-0.013, -0.036, -0.071], [-0.032, 0.023, 0.077], [0.032, 0.049, -0.095], [0.000, -0.026, 0.051], [-0.018, -0.018, -0.030], [0.040, 0.000, -0.002], [-0.022, -0.008, 0.006], [-0.021, 0.009, 0.034], [-0.008, 0.001, 0.001], [-0.032, -0.019, 0.010], [0.033, 0.037, -0.042], [0.036, -0.012, -0.058]],
  "lowdin_charge": [-0.084, -0.222, -0.081, -0.201, -0.290, -1.632, 0.388, 0.626, 0.796, -0.484, -0.539, 0.124, -0.023, -0.141, -0.276, -0.044, 0.017, -0.584, 0.112, -0.445, 0.743, -0.500, 0.008, 0.080, 0.050, 0.063, 0.040, 0.120, 0.093, 0.123, 0.088, 0.087, 0.070, 0.090, 0.025, 0.140, 0.096, 0.152, 0.038, 0.068, 0.090, 0.080, 0.081, -0.155, 0.092, 0.084, 0.046, -0.059, -0.189, 0.031, -0.398, 0.172, -0.545, 0.164, 0.164, 0.179, 0.069, 0.074, 0.085, 0.124, 0.124, -0.056, -0.186, 0.033, -0.397, 0.166, -0.544, 0.166, 0.166, 0.165, 0.073, 0.086, 0.082, 0.125, 0.125, -0.059, -0.189, 0.034, -0.401, 0.162, -0.548, 0.168, 0.168, 0.173, 0.084, 0.083, 0.079, 0.125, 0.125, -0.060, -0.190, 0.031, -0.399, 0.160, -0.550, 0.162, 0.169, 0.172, 0.082, 0.083, 0.079, 0.125, 0.126],
  "homo_lumo_gap_ev": 6.27,
  "homo_energy_ha": -0.18251,
  "total_charge": -1,
  "lumo_energy_ev": 1.3,
  "molar_mass_da": 1031.9
}

{
  "formula": "C29H43BF4IN4O3PS2Si2TeTi",
  "method": "ωB97M-V/def2-TZVPD",
  "symbols": ["Ti", "C", "C", "N", "C", "C", "C", "O", "C", "C", "N", "C", "C", "C", "C", "C", "C", "I", "C", "O", "H", "H", "H", "H", "H", "H", "H", "H", "H", "H", "H", "H", "S", "C", "S", "C", "C", "N", "C", "N", "C", "Si", "C", "C", "C", "Te", "C", "Si", "C", "C", "C", "H", "H", "H", "H", "H", "H", "H", "H", "H", "H", "H", "H", "H", "H", "H", "H", "H", "H", "H", "H", "H", "H", "C", "P", "C", "C", "O", "H", "H", "H", "H", "H", "H", "H", "H", "H", "F", "B", "F", "F", "F"],
  "xyz": [[-0.215, 0.356, -0.327], [-4.425, 1.563, 0.115], [-3.959, 1.393, -1.298], [-4.842, 1.307, -2.272], [-4.401, 1.164, -3.540], [-3.073, 1.073, -3.883], [-2.668, 0.893, -5.320], [-2.192, 2.109, -5.927], [-2.124, 1.131, -2.860], [-0.679, 1.047, -3.126], [0.132, 0.908, -2.180], [1.546, 1.060, -2.182], [2.309, 1.516, -3.245], [3.658, 1.705, -3.017], [4.175, 1.467, -1.740], [3.362, 1.029, -0.705], [2.011, 0.778, -0.910], [0.566, 2.594, 1.354], [-2.560, 1.315, -1.546], [-1.719, 1.440, -0.551], [-5.469, 1.261, 0.191], [-4.336, 2.609, 0.421], [-3.806, 0.986, 0.804], [-5.162, 1.100, -4.313], [-3.536, 0.605, -5.908], [-1.923, 0.098, -5.408], [-1.473, 2.457, -5.391], [-0.294, 1.095, -4.141], [1.878, 1.708, -4.224], [4.303, 2.037, -3.822], [5.235, 1.611, -1.556], [3.816, 0.853, 0.266], [0.036, -2.105, -3.757], [1.365, -2.070, -2.685], [1.121, -2.184, -0.929], [2.669, -1.899, -3.169], [3.847, -1.912, -2.339], [4.823, -1.987, -1.723], [2.918, -1.690, -4.575], [3.179, -1.511, -5.686], [4.950, -2.619, 1.917], [3.445, -3.691, 2.059], [3.291, -4.767, 0.559], [3.684, -4.829, 3.532], [1.881, -2.728, 2.444], [1.600, -0.777, 1.601], [2.756, 0.122, 3.158], [2.094, 0.328, 4.899], [1.692, -1.273, 5.748], [0.698, 1.517, 5.038], [3.551, 1.042, 5.849], [5.791, -3.220, 1.551], [5.236, -2.164, 2.874], [4.786, -1.828, 1.176], [3.882, -5.684, 0.691], [3.665, -4.236, -0.318], [2.249, -5.040, 0.357], [4.569, -5.466, 3.395], [2.810, -5.482, 3.661], [3.816, -4.256, 4.461], [1.776, -2.572, 3.517], [1.014, -3.301, 2.099], [2.986, 1.121, 2.776], [3.678, -0.467, 3.173], [0.801, -1.742, 5.314], [1.489, -1.072, 6.808], [2.532, -1.977, 5.689], [-0.177, 1.154, 4.492], [0.974, 2.486, 4.611], [0.427, 1.652, 6.094], [4.390, 0.334, 5.866], [3.274, 1.267, 6.889], [3.906, 1.972, 5.383], [-1.602, -3.907, -0.635], [-2.478, -2.387, -0.894], [-3.876, -2.441, 0.214], [-3.219, -2.495, -2.511], [-1.671, -1.137, -0.709], [-2.323, -4.732, -0.629], [-1.088, -3.838, 0.325], [-0.867, -4.031, -1.432], [-4.516, -3.287, -0.056], [-4.440, -1.511, 0.113], [-3.539, -2.535, 1.246], [-3.810, -3.413, -2.589], [-2.423, -2.491, -3.259], [-3.865, -1.630, -2.653], [-1.620, -0.073, 1.857], [-1.850, -1.151, 2.784], [-1.558, -2.400, 2.172], [-3.219, -1.124, 3.143], [-1.043, -0.986, 3.941]],
  "forces_ev_per_angstrom": [[1.243, -1.427, 2.362], [-0.015, -0.050, 0.017], [0.162, 0.071, 0.106], [0.009, -0.059, -0.286], [-0.059, 0.002, 0.180], [-0.292, -0.065, -0.377], [0.101, 0.225, -0.030], [-0.136, -0.197, 0.038], [0.825, -0.217, -0.175], [-1.673, 0.021, -0.970], [1.407, 0.107, 0.054], [-0.102, -0.033, -0.295], [-0.005, 0.050, -0.318], [0.047, -0.005, 0.167], [-0.134, -0.003, -0.186], [0.147, -0.210, 0.474], [-1.372, 0.549, -0.777], [-0.228, -0.176, -0.296], [-0.052, 0.216, -0.089], [-0.478, 0.221, -0.054], [0.016, 0.032, 0.005], [0.013, -0.004, -0.007], [-0.013, -0.016, -0.012], [-0.003, 0.011, 0.062], [-0.053, -0.023, -0.041], [0.074, -0.016, -0.026], [0.012, -0.003, 0.037], [-0.056, 0.196, -0.089], [0.046, -0.028, 0.071], [0.010, -0.025, 0.024], [-0.036, -0.017, -0.006], [-0.056, -0.012, 0.004], [0.091, -0.058, -0.093], [0.150, 0.273, 0.175], [0.015, 0.263, -1.085], [0.286, 0.011, -0.162], [-0.535, -0.218, -0.223], [-0.054, 0.053, -0.046], [-0.018, -0.176, 0.596], [-0.016, 0.034, 0.059], [0.366, 0.267, -0.073], [-0.256, 0.222, 0.213], [-0.074, -0.237, -0.374], [0.068, -0.220, 0.339], [-0.420, -0.065, -0.233], [1.533, -0.374, 0.822], [-0.436, 0.314, 0.516], [0.500, -0.001, -0.228], [-0.209, -0.451, 0.131], [-0.468, 0.316, -0.036], [0.272, 0.203, 0.243], [-0.034, 0.070, 0.080], [-0.035, -0.069, -0.155], [0.004, -0.046, 0.063], [-0.094, 0.132, -0.046], [-0.050, -0.013, -0.054], [0.153, 0.002, 0.028], [-0.135, 0.081, 0.046], [0.137, 0.075, 0.009], [-0.032, -0.114, -0.141], [-0.114, -0.125, -0.035], [0.007, -0.018, 0.197], [0.078, -0.079, -0.014], [-0.053, 0.062, -0.094], [0.113, 0.064, 0.085], [0.028, -0.059, -0.118], [-0.111, 0.070, 0.041], [0.065, 0.047, 0.081], [-0.043, -0.061, 0.090], [0.015, 0.002, -0.151], [-0.089, 0.111, 0.013], [0.082, -0.028, -0.149], [-0.045, -0.142, 0.097], [0.237, -0.386, -0.029], [-0.055, -0.080, 0.167], [-0.269, 0.068, 0.251], [-0.030, 0.013, -0.390], [0.391, 0.906, 0.023], [0.049, 0.067, 0.012], [-0.051, -0.073, -0.072], [-0.074, -0.031, 0.096], [0.047, 0.091, 0.030], [-0.018, -0.041, 0.009], [-0.066, 0.014, -0.112], [0.036, 0.083, 0.039], [-0.065, -0.002, 0.084], [-0.112, 0.104, -0.059], [-0.050, -0.463, 0.230], [0.029, 0.210, 0.379], [0.061, 0.417, 0.135], [0.370, -0.039, -0.115], [-0.423, -0.091, -0.657]],
  "lowdin_charge": [0.612, -0.011, -0.259, 0.110, -0.116, -0.166, -0.197, -0.060, -0.066, -0.055, -0.024, -0.327, -0.031, -0.091, -0.092, -0.154, -0.341, 0.349, -0.273, -0.246, 0.075, 0.089, 0.074, 0.105, 0.114, 0.110, 0.068, 0.124, 0.109, 0.095, 0.097, 0.076, 0.535, -1.094, 0.531, -0.399, -0.258, 0.143, -0.301, 0.106, -0.195, 0.380, -0.188, -0.200, -0.519, 1.239, -0.559, 0.371, -0.188, -0.202, -0.202, 0.033, 0.023, 0.013, 0.027, 0.011, 0.025, 0.022, 0.028, 0.019, -0.019, 0.004, -0.023, -0.007, 0.022, 0.031, 0.025, 0.019, 0.004, 0.033, 0.023, 0.021, 0.026, -0.203, 0.589, -0.145, -0.180, -0.445, 0.060, 0.037, 0.019, 0.058, 0.057, 0.041, 0.057, -0.030, 0.044, -0.013, -1.235, 0.066, 0.088, 0.076],
  "homo_lumo_gap_ev": 5.21,
  "homo_energy_ha": -0.06671,
  "total_charge": -2,
  "lumo_energy_ev": 3.4,
  "de_lowest_kj_mol": 128.38,
  "molar_mass_da": 1036.1
}